C5H12NO | ωB97M-V with the def2-TZVPD basis set

Structure (ORCA input):
```
! wB97M-V def2-TZVPD RIJCOSX def2/J DEFGRID3
* xyz 1 1
C 1.57228 0.42548 1.33532
C 0.54765 -0.26472 0.86814
C 0.29447 -0.48215 -0.63756
N -0.24482 0.61264 -1.54362
C -0.58346 0.11517 -2.90313
O -0.59307 -0.80476 1.48411
C -0.83482 -0.36289 2.88147
H 1.79737 0.56204 2.44873
H 2.35044 0.68185 0.65337
H -0.46814 -1.20494 -0.78109
H 1.25469 -0.80609 -1.00611
H 0.42340 1.35511 -1.58116
H -0.99450 1.17621 -0.97980
H -1.35680 -0.69204 -2.88072
H -0.99188 0.90041 -3.44688
H 0.36578 -0.12858 -3.26309
H -1.64028 0.29574 2.82206
H 0.21072 -0.06438 3.14788
H -1.10903 -1.31410 3.38209
*
```

Output
**LUMO energy**: -3.42 eV
**Frontier orbital gap**: 9.78 eV
**SMILES**: C=C(C[NH2+]C)OC
**Energy relative to the best compared isomer or geometry (same formula, charge and spin)**: 52.8 kcal/mol
**HOMO**: -13.2 eV